1.
Computed, not measured: a cluster of 2 separate species, C5H13NO2 in total at a distorted geometry, with ωB97M-V with the def2-TZVPD basis set.

```
21
Properties=species:S:1:pos:R:3:lowdin_charge:R:1
O -1.4386 2.5049 0.1943 0.03
C -2.1296 1.5515 -0.0814 -0.36
N -1.7894 0.3214 -0.5990 0.02
C -0.3562 0.1822 -0.9008 -0.20
C 0.6054 -0.0805 0.2568 -0.20
C 0.2660 -1.4634 0.8846 -0.25
C 0.9617 -2.5608 0.1027 -0.13
H -3.2266 1.5789 0.0654 0.13
H -2.3548 -0.4053 -0.1893 0.12
H -0.3547 -0.6752 -1.6106 0.13
H -0.0608 1.1222 -1.3283 0.11
H 1.6122 0.0174 -0.1707 0.11
H 0.5356 0.7483 0.9619 0.10
H -0.8285 -1.5029 0.8650 0.09
H 0.5537 -1.5941 1.9422 0.11
H 0.7588 -3.5770 0.5440 0.09
H 2.0109 -2.2782 0.0242 0.08
H 0.5607 -2.8093 -0.8810 0.06
H 0.9126 3.4312 -0.0638 0.02
H 1.9300 2.3175 0.2052 0.00
O 1.8315 3.1714 -0.2214 -0.06
```

Summary:
ΔE to the lowest compared entry with this formula, charge and spin	1.1278	eV
E	-403.5352	Eh
orbital gap	10.909	eV
2S+1	1
SMILES string	CCCCNC=O.O

2.
Computed, not measured: a cluster of 2 separate species, C6H15NS in total at a distorted geometry, with ωB97M-V with the def2-TZVPD basis set.

```
23
Properties=species:S:1:pos:R:3:lowdin_charge:R:1
C 1.1612 -0.5301 1.6447 -0.21
C 1.6799 -1.3268 0.4376 -0.27
C 2.0541 -0.5552 -0.8765 -0.61
S 3.0172 0.9525 -0.5229 0.60
C -0.0076 0.3726 1.2268 -0.27
N -1.0780 -0.1575 0.3724 -0.08
C -1.8991 0.9020 -0.2340 -0.30
C -2.9067 0.1882 -1.1616 -0.10
H 1.8798 0.1785 2.0484 0.09
H 0.7977 -1.2348 2.3909 0.11
H 2.6520 -1.7245 0.7492 0.10
H 1.0528 -2.1296 0.0367 0.11
H 1.2369 -0.4641 -1.5977 0.06
H 2.8307 -1.1142 -1.4061 0.04
H 1.5266 2.1484 -0.8276 0.10
H 0.5493 1.1584 0.6521 0.03
H -0.5275 0.9649 1.9963 0.12
H -0.7294 -0.6467 -0.4558 0.08
H -2.5660 1.3685 0.5051 0.11
H -1.3610 1.7101 -0.7580 0.10
H -3.8126 -0.1789 -0.6764 0.07
H -3.1688 0.8181 -2.0137 0.07
H -2.3814 -0.6999 -1.5299 0.06
```

Summary:
ΔE to the lowest compared entry with this formula, charge and spin	2.9260	eV
E	-690.4339	Eh
orbital gap	8.006	eV
2S+1	1

3.
Computed, not measured: a structure of composition C24H22F5N5O3RhTe, with ωB97M-V with the def2-TZVPD basis set.

```
61
Properties=species:S:1:pos:R:3:lowdin_charge:R:1
Rh -0.4388 -2.1133 -0.2352 1.28
N -0.2921 -0.4921 -4.1321 0.17
C -0.7504 -0.9707 -2.9908 -0.08
N 0.0402 -1.4806 -2.0803 0.01
C 1.4245 -1.4857 -2.2302 -0.23
N 2.2091 -1.9117 -1.2800 0.13
N 1.4912 -2.2891 -0.1790 -0.15
C 2.0115 -2.6773 0.9204 0.01
C 1.0608 -2.9899 1.9963 -0.23
C 1.4550 -3.4085 3.2481 0.02
C 0.4759 -3.6877 4.1987 -0.01
C -0.8540 -3.5460 3.8615 0.00
C -1.1873 -3.1176 2.5802 -0.06
N -0.2534 -2.8460 1.6786 0.00
C 1.9630 -0.9845 -3.4803 -0.08
C 3.3347 -0.9737 -3.7555 0.01
C 3.7889 -0.4784 -4.9561 -0.04
C 2.8843 0.0165 -5.8997 -0.04
C 1.5292 0.0182 -5.6462 0.01
C 1.0735 -0.4839 -4.4323 -0.15
H -0.9485 -0.1058 -4.7945 0.18
H -1.8118 -0.9349 -2.7889 0.13
H 3.0853 -2.7584 1.0420 0.15
H 2.5062 -3.5132 3.4777 0.13
H 0.7603 -4.0147 5.1894 0.13
H -1.6425 -3.7560 4.5694 0.13
H -2.2157 -2.9814 2.2729 0.10
H 4.0172 -1.3590 -3.0115 0.12
H 4.8479 -0.4705 -5.1719 0.12
H 3.2486 0.4046 -6.8411 0.12
H 0.8274 0.4031 -6.3752 0.13
C 0.1670 5.4957 3.2236 -0.04
C -0.0164 4.2360 2.4265 -0.25
C 0.0574 2.9877 3.0256 0.00
C -0.1193 1.8098 2.3099 -0.18
C -0.0477 0.5199 3.0899 -0.03
C -0.4021 1.8961 0.9343 -0.05
C -0.4931 3.1527 0.3058 -0.18
C -0.7845 3.3313 -1.1613 -0.04
C -0.2845 4.2934 1.0656 0.00
C -0.6695 0.6863 0.1062 -0.51
O 0.0143 -0.3819 0.5090 -0.13
O -1.4083 0.6719 -0.8633 0.02
H 0.5347 5.2826 4.2258 0.08
H -0.7807 6.0287 3.3182 0.09
H 0.8711 6.1687 2.7337 0.08
H 0.2569 2.9261 4.0891 0.12
H 0.0301 0.7443 4.1527 0.08
H 0.8186 -0.0754 2.8010 0.07
H -0.9377 -0.0884 2.9319 0.07
H -0.1474 2.6985 -1.7817 0.08
H -0.6173 4.3694 -1.4422 0.08
H -1.8148 3.0665 -1.3937 0.09
H -0.3411 5.2604 0.5785 0.12
F -4.2742 -2.6015 1.3734 -0.37
Te -3.8669 -1.4272 -0.0303 1.83
F -5.1563 -0.2501 0.5500 -0.32
F -3.8695 -0.4078 -1.5933 -0.35
F -5.1354 -2.4530 -0.9031 -0.34
F -2.8093 -0.5921 1.2836 -0.35
O -2.4144 -2.3603 -0.6201 -0.65
```

Summary:
ΔE to the lowest compared entry with this formula, charge and spin	0.8957	eV
total charge	+1
E	-2305.0187	Eh
orbital gap	6.410	eV
2S+1	1

4.
Computed, not measured: a structure of composition C34H58CoN2O4Si at a distorted geometry, with ωB97M-V with the def2-TZVPD basis set.

```
100
Properties=species:S:1:pos:R:3:lowdin_spin:R:1
O 0.3452 4.3424 0.6010 0.00
O -1.1958 5.1002 -1.5066 0.00
C 0.0303 3.6818 1.8272 0.00
C 1.1965 3.0667 2.5810 0.00
H -0.7258 2.9045 1.6496 0.00
H -0.4607 4.4471 2.4388 0.00
H 1.3793 2.0384 2.2487 0.00
H 0.9302 3.0232 3.6427 0.00
H 2.1110 3.6584 2.4760 0.00
C 1.1168 3.5780 -0.3423 0.00
C 2.0392 4.5038 -1.0934 0.00
H 0.4119 3.1026 -1.0451 0.00
H 1.6770 2.7685 0.1609 0.00
H 1.4789 5.0612 -1.8523 0.00
H 2.8110 3.9201 -1.6052 0.00
H 2.5424 5.2150 -0.4273 0.00
C -1.6737 5.0656 -2.8652 0.00
C -1.2952 6.3770 -0.8484 0.00
C -0.5613 4.6670 -3.8050 0.00
H -2.0955 6.0456 -3.1494 0.00
H -2.4832 4.3206 -2.8997 0.00
H 0.2578 5.3987 -3.7835 0.00
H -0.9604 4.6260 -4.8253 0.00
H -0.1591 3.6747 -3.5568 0.00
C -0.3783 7.4029 -1.4570 0.00
H -1.0208 6.1779 0.1905 0.00
H -2.3443 6.7157 -0.8757 0.00
H 0.6553 7.0419 -1.4585 0.00
H -0.4297 8.3090 -0.8485 0.00
H -0.6860 7.6568 -2.4763 0.00
H -1.5047 3.5271 -0.6164 0.00
N 1.1374 -1.4712 -0.0545 0.09
C 1.1136 -2.7480 -0.4668 0.00
C 0.1456 -3.2187 -1.3544 0.04
C -0.7471 -2.4308 -2.0876 0.00
C 2.1979 -3.6763 0.0095 0.00
H 2.4064 -3.5508 1.0816 0.00
H 3.1373 -3.5244 -0.5455 0.00
H 1.8697 -4.7077 -0.1620 0.00
C -1.4364 -2.9970 -3.3009 0.00
H -1.1804 -2.4491 -4.2216 0.00
H -2.5315 -2.9912 -3.1921 0.00
H -1.1182 -4.0370 -3.4380 0.00
N -1.0299 -1.1716 -1.7261 0.07
C 2.3202 -0.8723 0.4601 0.01
C 2.4896 -0.7004 1.8488 0.01
C 1.4792 -1.2350 2.8083 0.00
C 3.6288 -0.0485 2.3189 0.00
H 3.7262 0.1070 3.3956 0.00
C 4.6231 0.3749 1.4349 0.01
H 5.5124 0.8808 1.8144 0.00
C 4.4829 0.1321 0.0683 0.00
H 5.2584 0.4275 -0.6402 0.00
C 3.3518 -0.5089 -0.4300 0.01
C 3.2672 -0.8510 -1.8812 0.00
C -1.8073 -0.2830 -2.5259 0.01
C -3.2042 -0.2026 -2.3321 0.01
C -3.8671 -1.0448 -1.2861 0.00
C -3.9431 0.6703 -3.1320 0.00
H -5.0238 0.7398 -2.9857 0.00
C -3.3109 1.4435 -4.1081 0.01
H -3.8949 2.1277 -4.7237 0.00
C -1.9346 1.3387 -4.3110 0.00
H -1.4371 1.9318 -5.0822 0.00
C -1.1701 0.4708 -3.5347 0.01
C 0.3075 0.3469 -3.7455 0.00
Co -0.5001 -0.5386 -0.0800 2.62
H 0.5594 -0.6378 2.8000 0.00
H 1.8930 -1.1988 3.8222 0.00
H 1.1977 -2.2720 2.5845 0.00
H 2.2694 -0.6566 -2.2913 0.00
H 3.5039 -1.9092 -2.0669 0.00
H 3.9891 -0.2492 -2.4438 0.00
H -4.9575 -0.9883 -1.3940 0.00
H -3.6151 -0.7177 -0.2642 0.00
H -3.5768 -2.1025 -1.3673 0.00
H 0.6306 -0.7035 -3.7761 0.00
H 0.8693 0.8590 -2.9462 0.00
H 0.6040 0.8104 -4.6954 0.00
H 0.1865 -4.2752 -1.6075 0.00
C -2.2320 2.6660 -0.4585 0.00
Si -3.9074 3.3911 0.0634 0.00
H -2.3129 2.0992 -1.3962 0.00
H -1.8246 2.0026 0.3157 0.00
C -3.5150 4.5345 1.5050 0.00
C -5.0733 2.0009 0.5434 0.00
C -4.7396 4.3435 -1.3405 0.00
H -5.7731 4.6033 -1.0573 0.00
H -4.7887 3.7212 -2.2477 0.00
H -4.2181 5.2791 -1.5949 0.00
H -3.3105 3.9477 2.4122 0.00
H -4.3719 5.1936 1.7022 0.00
H -2.6359 5.1649 1.3073 0.00
H -4.5451 1.2332 1.1259 0.00
H -5.4937 1.5226 -0.3538 0.00
H -5.9123 2.3743 1.1496 0.00
O -2.0116 -1.7660 1.8959 0.02
C -2.0068 -0.5448 2.1279 0.01
O -1.2663 0.3297 1.4841 0.06
H -2.6415 -0.0763 2.9040 0.00
```

Summary:
E	-3413.1135	Eh
orbital gap (spin up / spin down)	8.702 / 8.883	eV
2S+1	4

5.
Computed, not measured: a cluster of 9 separate species, C36H54O18 in total at a distorted geometry, with ωB97M-V with the def2-TZVPD basis set.

```
108
Properties=species:S:1:pos:R:3:lowdin_charge:R:1
O -1.1167 1.0046 3.7064 0.12
C -0.3884 1.9501 3.7754 -0.48
O 0.3195 2.3786 2.6984 -0.01
C 0.8869 3.6684 2.9705 -0.16
C 0.9926 3.7712 4.4914 -0.14
C -0.1444 2.8797 4.9553 -0.06
H 0.1824 4.4229 2.6052 0.13
H 1.8120 3.8391 2.4314 0.11
H 0.8556 4.8043 4.8072 0.12
H 1.9711 3.4465 4.8446 0.10
H -1.0793 3.3860 5.1870 0.13
H 0.0861 2.2080 5.7836 0.13
O -0.8801 -8.1713 0.6071 0.12
C -1.1844 -7.0831 0.9912 -0.49
O -2.3330 -6.8539 1.6778 0.03
C -2.5198 -5.4235 1.7920 -0.15
C -1.0837 -4.9278 1.9022 -0.16
C -0.4203 -5.7692 0.8220 -0.07
H -3.0898 -5.0828 2.6577 0.12
H -3.0913 -5.1305 0.9122 0.10
H -0.7633 -5.1974 2.9092 0.12
H -1.0172 -3.8433 1.7889 0.10
H 0.6501 -5.8835 0.9544 0.12
H -0.6828 -5.3798 -0.1637 0.12
O -6.7258 2.4039 1.2018 0.12
C -5.6135 2.0394 0.9797 -0.49
O -4.8833 2.5408 -0.0455 0.03
C -3.7069 1.7397 -0.3118 -0.13
C -3.5259 0.8260 0.8946 -0.14
C -4.8243 0.9659 1.7027 -0.06
H -2.8781 2.4090 -0.5078 0.09
H -3.9309 1.1951 -1.2298 0.11
H -2.7091 1.2093 1.5098 0.10
H -3.3054 -0.2174 0.6919 0.10
H -4.6554 1.3368 2.7143 0.13
H -5.4100 0.0541 1.7875 0.12
O -3.1763 4.6182 -3.9118 0.13
C -2.8406 3.5108 -4.1989 -0.49
O -2.9027 2.4856 -3.3125 -0.02
C -2.5238 1.2281 -3.9086 -0.13
C -2.3571 1.5184 -5.4219 -0.14
C -2.1931 3.0212 -5.4871 -0.07
H -3.3300 0.5293 -3.7120 0.09
H -1.6035 0.9225 -3.4133 0.12
H -3.2439 1.1271 -5.9202 0.11
H -1.5043 0.9798 -5.8331 0.11
H -2.6799 3.5122 -6.3249 0.13
H -1.1537 3.3447 -5.4118 0.13
O 9.0535 -3.1263 -1.4009 0.13
C 7.8665 -3.2399 -1.3832 -0.49
O 7.0496 -2.3291 -1.9670 0.03
C 5.6727 -2.6962 -1.8424 -0.15
C 5.6178 -3.8968 -0.8842 -0.15
C 7.0497 -4.3946 -0.8243 -0.07
H 5.3150 -2.9359 -2.8448 0.12
H 5.0809 -1.8733 -1.4470 0.10
H 4.8817 -4.6106 -1.2580 0.11
H 5.2366 -3.5867 0.0887 0.11
H 7.2694 -5.2687 -1.4335 0.13
H 7.4151 -4.5625 0.1863 0.13
O -1.0705 -0.3709 -1.0918 0.10
C -0.0088 -0.5240 -0.5549 -0.49
O 1.1509 -0.5017 -1.2250 0.02
C 2.2685 -0.8287 -0.3415 -0.12
C 1.5957 -1.5108 0.8487 -0.13
C 0.2597 -0.7837 0.9227 -0.06
H 2.7026 0.1335 -0.0770 0.12
H 2.9681 -1.4679 -0.8646 0.11
H 2.1962 -1.4938 1.7521 0.11
H 1.3605 -2.5407 0.5658 0.12
H 0.2484 0.1696 1.4517 0.10
H -0.5518 -1.4143 1.2801 0.12
O 4.5274 -0.4377 1.7569 0.11
C 4.5874 0.4735 2.5309 -0.48
O 5.1811 0.3583 3.7340 0.04
C 5.0962 1.6085 4.4498 -0.14
C 4.9645 2.6489 3.3532 -0.15
C 4.0924 1.8976 2.3487 -0.07
H 6.0093 1.7499 5.0240 0.13
H 4.2420 1.5623 5.1258 0.12
H 5.9193 2.9264 2.9096 0.12
H 4.5157 3.5817 3.7057 0.11
H 4.1699 2.2929 1.3408 0.13
H 3.0406 1.9112 2.6468 0.11
O -3.3318 -4.3908 -1.2145 0.12
C -3.9575 -3.6735 -1.9373 -0.46
O -5.2713 -3.8699 -2.2028 0.04
C -5.7227 -2.9798 -3.2106 -0.16
C -4.7441 -1.7925 -3.1715 -0.15
C -3.4615 -2.4175 -2.6371 -0.07
H -6.7340 -2.6463 -2.9826 0.12
H -5.7903 -3.4425 -4.1984 0.13
H -5.1487 -1.0999 -2.4312 0.11
H -4.5868 -1.2763 -4.1143 0.10
H -2.9686 -1.8089 -1.8825 0.10
H -2.7781 -2.7153 -3.4313 0.14
O 1.9295 6.1780 -0.2111 0.12
C 1.1834 5.3004 -0.5295 -0.49
O 1.3560 4.0268 -0.0970 0.00
C 0.3306 3.1651 -0.6146 -0.14
C -0.8155 4.0836 -1.0646 -0.13
C -0.0847 5.4135 -1.3387 -0.05
H 0.0052 2.4963 0.1797 0.10
H 0.6975 2.5713 -1.4543 0.13
H -1.5578 4.1784 -0.2719 0.11
H -1.3149 3.7153 -1.9560 0.09
H -0.6455 6.2937 -1.0464 0.13
H 0.1535 5.4575 -2.4018 0.13
```

Summary:
ΔE to the lowest compared entry with this formula, charge and spin	0.7241	eV
E	-2758.5855	Eh
orbital gap	10.008	eV
2S+1	1
SMILES string	O=C1CCCO1.O=C1CCCO1.O=C1CCCO1.O=C1CCCO1.O=C1CCCO1.O=C1CCCO1.O=C1CCCO1.O=C1CCCO1.O=C1CCCO1

6.
Computed, not measured: an isolated molecule of C4H5NO at a distorted geometry, with ωB97M-V with the def2-TZVPD basis set.

```
11
Properties=species:S:1:pos:R:3:lowdin_charge:R:1
N 2.1901 -0.4563 0.4651 0.15
C 1.0284 -0.3561 -0.0680 -0.45
C 0.2950 0.8232 -0.5945 0.00
C -0.9676 0.6276 -0.2451 -0.05
C -1.1226 -0.7427 0.2910 -0.18
O 0.1284 -1.3701 0.0880 -0.02
H 2.6653 0.4294 0.2957 0.05
H 0.7308 1.7128 -1.0321 0.11
H -1.7504 1.3534 -0.3117 0.11
H -1.8801 -1.2824 -0.2557 0.13
H -1.3172 -0.7387 1.3673 0.14
```

Summary:
ΔE to the lowest compared entry with this formula, charge and spin	1.1304	eV
E	-285.3730	Eh
orbital gap	10.481	eV
2S+1	1
SMILES string	[H]/N=C1\C=CCO1

Repeat the second record exactly.
Computed, not measured: a cluster of 2 separate species, C6H15NS in total at a distorted geometry, with ωB97M-V with the def2-TZVPD basis set.

```
23
Properties=species:S:1:pos:R:3:lowdin_charge:R:1
C 1.1612 -0.5301 1.6447 -0.21
C 1.6799 -1.3268 0.4376 -0.27
C 2.0541 -0.5552 -0.8765 -0.61
S 3.0172 0.9525 -0.5229 0.60
C -0.0076 0.3726 1.2268 -0.27
N -1.0780 -0.1575 0.3724 -0.08
C -1.8991 0.9020 -0.2340 -0.30
C -2.9067 0.1882 -1.1616 -0.10
H 1.8798 0.1785 2.0484 0.09
H 0.7977 -1.2348 2.3909 0.11
H 2.6520 -1.7245 0.7492 0.10
H 1.0528 -2.1296 0.0367 0.11
H 1.2369 -0.4641 -1.5977 0.06
H 2.8307 -1.1142 -1.4061 0.04
H 1.5266 2.1484 -0.8276 0.10
H 0.5493 1.1584 0.6521 0.03
H -0.5275 0.9649 1.9963 0.12
H -0.7294 -0.6467 -0.4558 0.08
H -2.5660 1.3685 0.5051 0.11
H -1.3610 1.7101 -0.7580 0.10
H -3.8126 -0.1789 -0.6764 0.07
H -3.1688 0.8181 -2.0137 0.07
H -2.3814 -0.6999 -1.5299 0.06
```

Summary:
ΔE to the lowest compared entry with this formula, charge and spin	2.9260	eV
E	-690.4339	Eh
orbital gap	8.006	eV
2S+1	1

> What is the E in the sixth record?

-285.3730 Eh

> Which of these has the lowest E?

C34H58CoN2O4Si

> 2S+1 of number 1 (C5H13NO2)?

1